Record 1
Computed, not measured: a 2-piece molecular cluster, C6H8N2O4 overall at a distorted geometry, with ωB97M-V with the def2-TZVPD basis set.

CARTESIAN COORDINATES (ANGSTROEM)
C  2.5044  0.2408  -0.2367
C  1.7900  1.1955  0.5655
C  -1.8539  1.0748  -0.0713
C  -1.8191  0.3696  -1.4316
C  -1.3890  -0.9871  -1.5422
C  -0.9870  -1.0169  0.9076
H  4.3204  -0.4091  -0.3840
H  0.6928  0.9554  0.9266
H  2.4105  1.2846  1.5361
H  1.9057  2.2689  0.3405
H  -1.0375  0.6005  1.9039
H  -2.3209  1.0899  -2.2241
H  -1.5492  -1.6674  -2.3404
H  -0.3193  -2.5219  -0.4720
N  -1.3485  0.2812  0.9297
N  -1.1025  -1.6643  -0.3550
O  1.9333  -0.7379  -0.7777
O  3.7633  0.4881  -0.3171
O  -2.3318  2.1368  0.1503
O  -0.4170  -1.5343  1.8872

The structure (SMILES) is O=c1cc[nH]c(=O)[nH]1.CC(=O)O. The spin multiplicity is 1. As for the HOMO-LUMO gap: 9.57 eV. Its total energy is -17520.959 eV.

These are the natural (NBO) partial charges, in e, on atoms 1 to 4:
1. C 0.775
2. C -0.749
3. C 0.651
4. C -0.398

***

Record 2
Computed, not measured: C6H8N2O6S as an isolated structure at a distorted geometry, with ωB97M-V with the def2-TZVPD basis set.

CARTESIAN COORDINATES (ANGSTROEM)
C  -0.5588  -1.9197  -0.0897
C  -1.6820  -0.9977  -0.2830
C  0.7932  -1.7056  0.0237
C  -1.8606  0.3630  0.1723
C  -1.0757  0.8088  1.2466
C  1.6380  -0.6416  -0.0277
N  3.0009  -0.8489  0.3569
N  -2.7530  1.0836  -0.5816
O  0.2816  1.0229  -1.4626
O  3.5515  -1.8913  0.5419
O  3.4792  0.2769  0.5772
O  1.2942  1.9065  0.4151
O  2.6701  1.3075  -1.5768
O  -1.3455  1.9361  1.9067
S  1.6738  1.0233  -0.6229
H  -0.8821  -2.9540  -0.4098
H  -2.4804  -1.2644  -0.9564
H  1.2463  -2.7346  0.1225
H  -0.3727  0.1144  1.7892
H  -3.2675  1.8457  -0.2380
H  -3.3304  0.4501  -1.0445
H  0.5552  0.8258  -2.3447
H  -0.5753  1.9932  2.4856

The spin multiplicity is 1. As for the HOMO-LUMO gap (alpha / beta): 6.31 / 6.31 eV. Its total energy is -32444.949 eV.

These are the natural (NBO) partial charges, in e, on atoms 1 to 4:
1. C -0.353
2. C -0.013
3. C -0.134
4. C -0.002

***

Record 3
Computed, not measured: C6H8N2S in the gas phase at a distorted geometry, with ωB97M-V with the def2-TZVPD basis set.

CARTESIAN COORDINATES (ANGSTROEM)
C  1.4118  0.2805  1.2482
C  -0.4089  1.4649  0.0197
C  -1.5638  1.3318  0.6130
C  -0.7661  -1.1255  0.8364
C  0.7514  0.6045  0.0997
C  1.3860  0.2191  -1.2682
N  1.7488  -0.1124  2.2966
N  -0.9756  -1.9403  -0.2074
S  -2.1700  -0.1485  1.2389
H  -0.1206  2.4343  -0.3775
H  -2.3988  2.1032  0.4475
H  -0.0300  -1.5171  1.5455
H  0.9011  -0.7698  -1.6008
H  2.4047  0.0353  -1.2998
H  1.2763  0.9930  -2.0924
H  -0.0303  -2.3897  -0.5603
H  -1.4160  -1.4633  -0.9389

The spin multiplicity is 1. As for the HOMO-LUMO gap (alpha / beta): 7.40 / 7.41 eV. Its total energy is -20163.297 eV.

These are the natural (NBO) partial charges, in e, on atoms 1 to 4:
1. C 0.244
2. C -0.242
3. C -0.365
4. C -0.059

***

Quick rundown of relative energy (zero: lowest compared OMol25 entry of this formula, charge and spin), same order as above: 237.7 110.9 361.3 kJ/mol
Quick rundown of molecular weight, same order as above: 172.14 236.21 140.21 Da